(1)
{
  "formula": "C25H33F6N4O5RuS2Sb",
  "method": "ωB97M-V/def2-TZVPD",
  "symbols": ["C", "C", "C", "H", "H", "C", "H", "C", "H", "C", "C", "C", "F", "H", "H", "C", "H", "C", "C", "H", "C", "F", "H", "O", "H", "H", "N", "C", "C", "F", "H", "H", "H", "H", "C", "C", "N", "H", "H", "H", "H", "O", "H", "F", "H", "C", "H", "N", "O", "H", "H", "S", "C", "O", "C", "H", "H", "Sb", "F", "H", "S", "H", "H", "H", "N", "C", "C", "Ru", "C", "C", "H", "H", "C", "O", "F", "H", "C"],
  "coordinates": [[-3.872, 0.933, 2.876], [3.645, 0.972, 3.556], [-0.762, 2.739, -2.289], [2.879, 1.208, 4.279], [6.355, 0.118, 0.935], [1.765, 0.583, -3.018], [2.230, 2.619, -2.382], [2.613, 1.603, -2.270], [6.992, 0.607, 3.271], [3.282, 0.695, 2.231], [2.363, -0.816, -2.998], [1.884, 0.704, 1.843], [-2.348, -2.644, 3.488], [-2.483, -2.316, -3.971], [-0.689, 4.360, -3.697], [-1.562, -0.400, -3.644], [-1.859, 2.170, 4.835], [-1.406, 1.075, 3.054], [-0.934, -0.257, -5.021], [1.718, -1.543, -3.495], [-4.786, 0.285, 0.759], [2.732, -2.380, 0.120], [-2.486, 0.179, -3.591], [-0.300, -1.658, 1.603], [-3.971, 1.215, 3.915], [-0.885, -2.420, -3.221], [-0.249, 1.048, 2.270], [-1.814, -1.849, -3.244], [-2.198, 2.960, -1.829], [2.170, -4.257, 1.015], [3.631, 1.583, -2.667], [2.662, 1.366, -1.209], [-0.294, 1.337, 4.831], [-2.274, -1.928, -2.258], [4.976, 0.937, 3.923], [5.594, 0.358, 1.664], [0.953, 1.014, 2.766], [3.980, 0.154, 0.271], [-2.433, 4.027, -1.864], [-5.631, 0.032, 0.137], [0.504, 3.108, -4.030], [-1.631, -5.766, 1.859], [-1.208, 2.837, -4.410], [-3.606, -4.198, 2.693], [5.258, 1.140, 4.947], [4.265, 0.383, 1.289], [-0.014, -0.837, -5.102], [-2.423, 0.554, 0.964], [1.518, 0.394, 0.641], [3.327, -0.809, -3.513], [-0.075, 3.203, -1.578], [0.149, -2.580, 0.561], [-2.572, 0.867, 2.318], [0.256, -1.914, -0.731], [5.950, 0.632, 2.980], [-1.631, -0.634, -5.773], [-2.912, 2.452, -2.482], [-0.255, 0.570, -2.160], [-2.984, -2.595, 1.406], [-3.341, 0.017, -0.798], [-1.085, -4.461, 1.922], [-1.789, 0.412, 5.038], [-0.713, 0.783, -5.266], [-2.347, 2.622, -0.803], [-0.696, -3.881, 0.451], [-1.333, 1.263, 4.527], [-3.511, 0.266, 0.242], [-0.496, 0.338, 0.400], [1.937, -2.961, 1.030], [-4.964, 0.642, 2.108], [2.527, -1.154, -1.976], [1.596, 0.913, -4.045], [-0.518, 3.280, -3.689], [-0.038, -4.149, 2.848], [2.215, -2.443, 2.215], [-5.960, 0.688, 2.526], [-2.585, -3.397, 2.415]],
  "spin_multiplicity": 6,
  "total_charge": 1,
  "homo_lumo_gap_ev": [6.732, 5.808],
  "lumo_energy_ev": [-3.2, -6.2],
  "max_force_ha_per_bohr": 0.0389,
  "s2": 8.79
}



(2)
{
  "formula": "C25H33I2O2OsP2Si",
  "method": "ωB97M-V/def2-TZVPD",
  "symbols": ["C", "O", "C", "H", "H", "C", "H", "C", "O", "C", "H", "P", "I", "H", "H", "H", "H", "C", "H", "H", "C", "H", "H", "C", "P", "H", "H", "C", "H", "H", "H", "H", "H", "C", "H", "H", "C", "C", "H", "C", "C", "H", "C", "I", "C", "H", "C", "Os", "H", "C", "H", "C", "H", "Si", "C", "C", "C", "H", "H", "H", "H", "H", "C", "H", "C", "C"],
  "coordinates": [[-2.840, 0.925, -0.951], [0.191, -0.177, -0.433], [3.287, -3.275, 2.337], [1.704, 2.277, -2.127], [4.306, -3.301, 2.718], [-2.879, -0.622, 4.398], [-0.975, -1.850, -5.097], [-0.902, -0.431, 2.404], [-3.833, 1.183, -0.368], [1.581, 1.061, 1.534], [3.176, 0.358, 0.247], [-0.654, 2.622, -2.212], [-0.690, 1.075, -6.685], [-1.395, 3.517, -4.315], [1.509, -1.686, -3.073], [-3.659, -0.676, 5.157], [-1.309, -0.155, 5.789], [3.157, 3.366, 1.860], [3.785, 4.247, 2.006], [-2.454, -1.074, 1.041], [1.221, -4.423, 1.811], [1.115, 2.426, -3.832], [-1.303, -3.353, -4.171], [1.053, 2.830, -2.811], [-0.890, -1.490, -2.725], [0.629, -5.347, 1.776], [-1.280, 4.841, -3.080], [-1.888, -2.407, -1.472], [0.047, 2.151, 2.594], [0.963, -2.491, -1.562], [-0.412, 4.570, -0.799], [1.321, 3.895, -2.830], [-0.420, -3.170, 1.139], [0.737, -2.320, -2.624], [3.303, -1.141, 2.029], [0.684, -3.279, -3.161], [-0.698, 3.520, -0.627], [-1.575, 3.794, -3.272], [4.640, 2.305, 0.681], [-2.203, -0.818, 2.074], [-3.198, -0.902, 3.066], [-2.640, 3.670, -3.041], [1.869, 3.314, 2.401], [-2.735, 0.965, -5.006], [2.544, -4.467, 2.274], [2.983, -5.406, 2.605], [-0.587, -0.216, 3.752], [-1.201, 0.518, -1.740], [-1.728, 3.494, -0.236], [-1.511, -2.280, -4.239], [-1.269, -2.876, -0.691], [3.638, 2.284, 1.115], [-2.425, -3.180, -2.039], [0.504, -0.384, 1.133], [-1.568, -0.309, 4.741], [1.392, -2.016, 1.494], [2.828, 1.155, 0.911], [-2.593, -1.691, -1.021], [-0.007, 3.062, 0.091], [1.477, 4.163, 2.964], [-4.214, -1.204, 2.793], [0.436, 0.002, 4.051], [0.637, -3.205, 1.436], [-2.569, -2.072, -4.358], [1.075, 2.166, 2.226], [2.712, -2.060, 1.951]],
  "spin_multiplicity": 5,
  "total_charge": 3,
  "homo_lumo_gap_ev": [6.259, 2.835],
  "lumo_energy_ev": [-8.9, -13.1],
  "max_force_ha_per_bohr": 0.0786,
  "s2": 6.05
}



(3)
{
  "formula": "C25H33NO5",
  "method": "ωB97M-V/def2-TZVPD",
  "symbols": ["H", "H", "C", "H", "H", "H", "C", "H", "C", "H", "H", "H", "H", "H", "C", "C", "H", "H", "C", "H", "H", "H", "C", "H", "C", "H", "H", "C", "H", "C", "H", "O", "H", "H", "C", "C", "N", "H", "O", "C", "O", "H", "C", "C", "C", "O", "H", "H", "H", "O", "C", "C", "C", "C", "H", "C", "C", "H", "H", "C", "H", "C", "H", "C"],
  "coordinates": [[-0.053, -1.008, -1.915], [-3.208, -1.578, 0.135], [-3.367, 3.100, 0.417], [4.851, 4.799, -1.873], [6.305, 1.792, -0.616], [2.245, -1.059, -0.932], [-3.849, 4.381, 0.634], [-2.672, -1.158, -1.493], [-0.792, -1.828, 1.356], [-1.549, -2.451, 1.831], [1.838, 3.849, -0.709], [-7.099, 3.893, -0.119], [2.170, -0.624, 2.635], [-2.325, -5.208, -1.553], [-2.126, -5.257, -0.477], [4.205, 2.036, -0.268], [1.459, -2.641, -0.873], [-3.014, -5.608, 0.052], [-0.931, -6.159, -0.204], [5.601, 3.233, -2.267], [-3.165, 5.152, 0.957], [-1.892, 1.028, -0.746], [3.052, 1.450, 0.289], [-0.832, -0.837, 1.808], [-2.525, 0.430, -0.078], [1.113, 0.284, 1.536], [6.462, -0.363, 0.510], [0.601, -2.432, 1.597], [1.708, 2.422, -1.768], [5.416, 1.361, -0.185], [4.439, -1.368, 1.545], [-3.878, 0.804, -0.241], [-2.214, 0.604, 0.960], [-2.319, 2.900, 0.578], [1.429, -1.622, -0.476], [-2.436, -1.053, -0.432], [1.673, -1.705, 0.951], [-0.063, -5.799, -0.751], [-0.801, -3.410, -1.864], [4.389, -0.418, 1.038], [-1.901, -3.935, 0.012], [5.989, 4.052, -0.725], [3.163, 0.227, 0.957], [1.417, 2.846, -0.804], [0.084, -0.976, -0.834], [4.072, 3.267, -0.862], [0.098, 0.064, -0.511], [-0.701, -6.168, 0.859], [-5.552, 5.677, 0.616], [1.798, 2.009, 0.266], [-1.206, -3.107, -0.772], [-6.052, 3.675, 0.032], [-1.071, -1.716, -0.148], [-4.235, 2.095, 0.003], [0.622, -3.454, 1.206], [5.508, 0.139, 0.459], [-5.584, 2.397, -0.188], [-1.155, -7.171, -0.528], [0.329, 2.908, -0.752], [-5.186, 4.676, 0.444], [0.805, -2.475, 2.670], [1.955, -0.419, 1.581], [-6.243, 1.606, -0.509], [5.201, 3.854, -1.459]],
  "spin_multiplicity": 1,
  "total_charge": 0,
  "relative_energy_kcal_mol": 22.8,
  "homo_lumo_gap_ev": 8.849,
  "lumo_energy_ev": 0.7,
  "max_force_ha_per_bohr": 0.0110,
  "smiles": "CCOC(=O)C1(CCOc2ccccc2)CCN(Cc2cccc(OC)c2OC)CC1"
}